74
Properties=species:S:1:pos:R:3:mulliken_charge:R:1 method="wB97M-V/def2-TZVPD" charge=0 homo_ha="-0.201 / -0.277" de_lowest_kcal_mol=55.2 multiplicity=6
Ru -10.25090 -7.76672 -14.03738 0.59
Cl -11.72349 -6.19949 -7.43615 -0.22
O -9.04979 -7.09920 -12.64538 -0.93
N -11.58309 -6.20846 -13.70477 0.04
N -12.06565 -7.75856 -16.36109 0.87
C -13.15835 -7.57619 -18.50400 -0.48
C -7.13084 -2.91523 -15.48510 -0.48
C -11.68654 -5.56924 -12.56073 0.00
C -11.55826 -10.84776 -16.85290 -2.08
C -12.89948 -8.29322 -17.35597 -0.33
C -12.59519 -4.12199 -17.24145 -0.95
C -6.38634 -3.66955 -17.81690 -1.26
C -8.17122 -2.50555 -13.19357 -1.23
C -11.13872 -10.88845 -14.39271 -1.77
C -6.60689 -9.54516 -16.33170 -0.25
C -9.82137 0.02941 -16.98420 -1.31
C -8.80905 -0.93841 -16.51570 0.54
C -12.21240 -5.68657 -14.84162 1.13
C -11.50100 -8.62527 -15.31070 -2.09
C -10.83171 -6.28653 -8.86090 0.23
C -8.84807 -9.04828 -16.91531 0.03
C -12.44549 -5.58076 -17.37388 1.01
C -9.14422 -7.42379 -10.22506 -0.54
C -9.31632 -10.03093 -15.97948 -0.34
C -12.65000 -6.30180 -18.61093 -1.30
C -8.78426 -1.19277 -15.17948 -0.51
C -10.87961 -5.98698 -11.36198 0.30
C -11.38692 -5.69400 -9.99959 -0.94
C -12.15716 -6.33500 -16.19417 -0.21
C -7.13342 -2.75499 -16.85962 0.86
C -9.66149 -6.86142 -11.43927 0.43
C -7.92166 -1.65372 -17.32361 -0.72
C -9.72641 -7.16176 -9.00446 -0.33
C -8.34877 -10.71837 -15.22357 0.07
C -6.98848 -10.50167 -15.43508 -0.98
C -7.49413 -8.78799 -17.06789 -0.90
C -10.84123 -10.04177 -15.68708 2.62
C -12.97487 -3.63339 -16.00935 -0.68
C -12.84285 -4.39451 -14.82078 -1.40
C -7.94090 -2.16815 -14.62911 0.51
H -8.27491 -8.05179 -10.39709 0.40
H -12.27545 -8.83791 -14.54933 1.19
H -5.48415 -3.95602 -17.25100 0.35
H -13.29482 -9.25730 -17.21536 0.37
H -5.55489 -9.37980 -16.50374 0.40
H -12.67198 -10.83319 -16.68239 0.40
H -11.13953 -11.84512 -16.76633 0.57
H -13.57825 -2.71633 -15.97074 0.39
H -11.00959 -11.96351 -14.54977 0.40
H -12.17806 -4.97883 -9.82522 0.39
H -12.83701 -5.84784 -19.57115 0.38
H -9.38240 0.93783 -17.38270 0.36
H -12.46446 -3.45417 -18.08092 0.47
H -7.28272 -2.71841 -12.57162 0.38
H -6.89773 -4.59729 -18.06514 0.22
H -10.42026 -10.57428 -13.58850 0.38
H -13.16804 -3.98575 -13.87843 0.40
H -9.46084 -0.63683 -14.57870 0.20
H -6.12155 -3.18107 -18.76691 0.36
H -6.46763 -3.68704 -15.08673 0.36
H -9.60525 -8.56966 -17.54409 0.36
H -10.54908 -0.53236 -17.65945 0.23
H -11.38013 -10.46263 -17.84706 0.42
H -8.75301 -1.64769 -12.79361 0.33
H -10.22580 0.39238 -16.05035 0.34
H -8.77501 -3.45943 -13.08698 0.06
H -7.09917 -7.90186 -17.60641 0.33
H -8.66565 -11.36030 -14.36309 0.31
H -6.27369 -11.13447 -14.92814 0.43
H -12.14897 -10.63970 -14.01818 0.40
H -7.85612 -1.47140 -18.38411 0.37
H -12.38827 -4.78472 -12.50558 0.30
H -13.64031 -8.07486 -19.32765 0.42
H -9.32220 -7.70314 -8.12092 0.31

---

114
Properties=species:S:1:pos:R:3:mulliken_charge:R:1 method="wB97M-V/def2-TZVPD" charge=+4 homo_ha="-0.685 / -0.689" de_lowest_kcal_mol=13.8 multiplicity=2
Ti 0.10813 -0.82390 -0.22364 0.85
O 1.45671 -0.20071 -2.25549 -0.54
N 2.65778 1.43557 1.14031 1.07
N 3.69780 -0.31230 2.32062 0.48
N -1.10531 5.94767 -1.40330 -0.13
N -1.54768 -1.25888 -1.64290 1.06
N 1.99195 -0.78346 0.77487 1.43
N -3.56019 -1.41566 -2.87092 0.61
N -3.49357 -0.09974 -0.97632 0.78
N -0.63371 -1.63844 1.55661 0.94
N -0.01474 1.46532 -0.41348 1.23
N -0.25854 -0.20948 3.35346 0.62
N -0.61190 1.97207 -3.62599 -0.47
N 0.52077 -2.81397 -0.62217 1.03
N -0.61289 -2.44215 3.79773 0.44
C -1.12678 3.16179 -2.91616 -0.12
C -2.83468 -0.93529 -1.83033 -1.13
C 0.36914 0.04495 4.64691 -1.15
C -0.93952 2.63965 -0.36785 0.24
C -4.70112 0.60839 -1.40126 -1.33
C 0.04491 4.13979 -2.67638 -1.41
C 0.19486 -3.02114 -2.04510 -0.66
C -0.03097 -3.77639 3.68899 -0.83
C 2.79072 0.06510 1.40779 -1.37
C -0.28200 -3.71431 0.25384 -1.14
C -3.13235 -1.40743 -4.26491 -1.25
C -3.39335 -0.20217 0.47409 -0.83
C 3.89483 -0.54727 -2.57957 -0.99
C -0.49401 -1.45828 2.88072 -0.52
C -1.19954 -2.51231 -2.37034 -0.96
C 1.97627 -2.95360 -0.39043 -1.78
C 3.13856 1.91835 -0.15880 -0.87
C -1.26445 -2.88634 1.08867 -0.67
C -0.18167 3.97501 -0.12929 -0.73
C -1.35463 -2.24268 5.04793 -1.17
C 2.51270 -0.55147 -3.20302 -0.43
C 4.98789 0.36675 2.46722 -1.13
C -4.91722 -1.93267 -2.66796 -1.11
C -0.81087 0.98772 2.74257 -0.33
C 3.47959 -1.36143 3.31487 -0.87
C 2.99134 2.36634 2.22664 -1.26
C -1.83301 2.74980 -1.61015 -0.36
C 2.37793 -2.20719 0.87181 -0.65
C -0.01321 4.89215 -1.35191 -0.47
H 0.92273 -2.48372 -2.64362 -0.36
H 4.57187 -1.08299 -3.24447 0.48
H -2.62476 3.47105 -1.38613 0.48
H -1.94761 -3.27480 -2.13384 0.57
H 0.11470 4.85791 -3.49735 0.55
H 5.76737 -0.39525 2.50046 0.43
H -2.11247 -2.62830 0.45169 0.04
H -0.79672 -4.55227 3.62783 0.35
H -5.11965 -2.07393 -1.60870 0.31
H 3.45564 -2.31620 0.99979 1.04
H -1.92920 -1.32107 5.01599 0.34
H 0.90653 5.46488 -1.23697 0.51
H -1.65819 -3.48169 1.90856 0.82
H 2.30015 -1.54006 -3.61552 0.34
H -2.03653 5.53912 -1.49322 0.29
H 5.04577 0.94149 3.39280 0.38
H 2.48015 0.16172 -4.02732 0.56
H -5.61330 0.08567 -1.10926 0.44
H -3.90332 -0.91290 -4.85941 0.39
H 0.55968 -3.97207 4.58599 0.42
H -1.24114 0.74623 1.77794 -0.99
H 2.37641 3.26167 2.11593 0.23
H 3.65910 -0.93316 4.30315 0.37
H 3.90394 -1.04761 -1.60963 0.11
H -2.05310 -3.07243 5.16251 0.42
H -0.96766 6.57508 -2.20129 0.42
H -3.49210 0.79080 0.91505 0.40
H 2.77081 2.93344 -0.31698 0.47
H 0.98186 3.57689 -2.68953 0.30
H 0.86239 -0.84368 5.02505 0.41
H -1.87352 3.64885 -3.55018 0.70
H -4.98430 -2.90650 -3.15497 0.41
H 0.62965 -3.85412 2.83191 0.02
H -1.40239 1.40001 -3.91436 0.14
H -1.58877 2.48370 0.49427 0.86
H -1.09618 6.52804 -0.56045 0.41
H 4.17330 -2.19381 3.18670 0.31
H -0.35030 0.39658 5.38853 0.41
H -2.44555 -0.63922 0.76231 -0.23
H -4.71162 1.58406 -0.91336 0.38
H 0.76685 0.26895 -2.76520 -0.09
H -0.17353 2.28085 -4.49241 0.31
H 2.77896 1.26769 -0.94694 -0.06
H -1.58572 1.40995 3.38867 0.64
H 5.19693 1.00902 1.61652 0.31
H -3.01118 -2.41766 -4.66129 0.37
H 0.81894 3.74509 0.23701 -0.69
H 4.23075 1.96480 -0.19859 0.37
H 0.39097 -4.28910 0.88645 0.42
H -0.66253 4.53146 0.67987 0.65
H 0.26673 -4.07733 -2.31717 0.46
H -5.68059 -1.28987 -3.10933 0.41
H 1.12050 0.82637 4.51663 0.25
H -0.84134 -4.43388 -0.34413 0.63
H 2.26618 -4.00455 -0.31287 0.45
H -1.21898 -2.38661 -3.45083 0.46
H 4.03534 2.68392 2.21617 0.49
H -4.20827 -0.81635 0.86940 0.43
H 0.49931 1.53506 -1.29187 -0.06
H 2.45691 -1.72406 3.27740 0.13
H -2.33274 1.79565 -1.76646 -0.88
H -0.02757 1.74185 2.62828 0.19
H 1.89146 -2.67219 1.73027 -0.37
H 0.69324 1.57669 0.32509 -0.94
H -4.70573 0.75764 -2.47757 0.40
H 2.50762 -2.52166 -1.23704 0.21
H 2.76749 1.92045 3.19350 0.39
H -2.20462 -0.85163 -4.39143 0.34
H 4.28984 0.46000 -2.46259 0.36
H -0.70284 -2.23968 5.92262 0.38

---

13
Properties=species:S:1:pos:R:3:mulliken_charge:R:1 method="wB97M-V/def2-TZVPD" charge=-1 homo_ha=-0.141 de_lowest_kcal_mol=32.7
O -0.94189 1.51115 -1.99063 -0.70
O -0.60397 -2.03760 2.17892 -0.53
O 0.27794 1.00038 -0.11757 -0.73
C 0.01366 1.05202 -1.34261 0.53
C -0.88359 -0.64947 1.99343 -0.36
C 1.22033 0.56910 -2.26260 -0.86
H 2.07294 0.28841 -1.64283 0.28
H 0.93415 -0.12900 -3.05418 0.25
H 1.53144 1.52024 -2.72672 0.20
H -0.97465 -0.11644 2.94625 0.25
H -0.78646 -2.34816 3.06824 0.28
H -0.05770 -0.14495 1.53026 0.20
H -1.80221 -0.51567 1.42004 0.19

---

7
Properties=species:S:1:pos:R:3:mulliken_charge:R:1 method="wB97M-V/def2-TZVPD" charge=0 homo_ha=-0.359 de_lowest_kcal_mol=43.6
Cl 2.61472 0.36566 0.31475 -0.15
Cl -2.39532 1.46529 0.24777 -0.08
S -2.10086 -0.56016 0.21488 0.04
F 0.27509 -0.40991 -1.98965 -0.17
F 0.61173 -0.32239 1.57664 -0.16
C 0.09101 -0.39108 -0.67930 -0.18
C 0.90364 -0.14741 0.31490 0.70

---

30
Properties=species:S:1:pos:R:3:mulliken_charge:R:1 method="wB97M-V/def2-TZVPD" charge=0 smiles=NCCN.O.O.O.O.O.O homo_ha=-0.343
O 2.37688 0.80826 -2.24839 -0.59
O 0.11855 1.60148 2.83857 -0.56
O -0.82791 -1.65415 3.81944 -0.61
O 0.70793 -0.78858 1.36077 -0.50
O 2.39479 -3.18805 -0.85566 -0.61
O -0.10475 -3.29372 -2.39817 -0.62
N -2.24835 2.17378 0.87802 -0.66
N -0.66011 0.45638 -1.58204 -0.40
C -1.89304 2.31105 -0.63002 -0.62
C -0.60297 1.87172 -1.19972 -0.19
H 0.69651 -0.99326 0.40455 0.29
H 2.19622 0.18705 -1.56608 0.30
H 3.27135 -3.17476 -1.27444 0.29
H 0.73860 -1.50826 1.92476 0.19
H -1.08914 -0.76499 3.79599 0.32
H -2.17079 3.48027 -0.65779 0.39
H 0.91687 1.11209 2.52285 0.31
H -1.51576 0.01451 -1.75633 0.27
H -1.71591 2.80454 1.51350 0.36
H -0.35691 -0.00912 -0.86699 -0.01
H 0.18663 2.27321 -0.49785 0.23
H -0.55709 -2.61877 -2.66023 0.29
H -0.71083 1.35456 2.52104 0.19
H -2.91442 1.95634 -1.07606 0.25
H 2.80374 0.54768 -3.04464 0.29
H -0.15895 2.41982 -2.10023 0.23
H 0.69271 -2.95651 -1.81923 0.36
H 2.34487 -3.88946 -0.19267 0.30
H -2.01038 1.21165 1.32147 0.19
H 0.09166 -1.74477 3.52558 0.31

---

25
Properties=species:S:1:pos:R:3:mulliken_charge:R:1 method="wB97M-V/def2-TZVPD" charge=0 homo_ha=-0.294 de_lowest_kcal_mol=25.0
I -3.74182 -0.31861 -0.09485 0.07
O 0.78686 2.43462 0.20863 -0.33
N 0.27328 -0.57073 0.25323 0.60
N 1.93980 -1.90266 0.80483 -0.64
N -1.89428 0.46517 0.59474 -0.78
N -0.07999 -1.85552 -0.13194 -0.85
C 0.96521 -4.01356 -0.12171 -1.06
C -1.72130 1.82596 0.61129 -0.64
C 1.50635 -0.69300 0.81949 0.14
C -0.97270 0.03259 -1.99431 -1.39
C -0.41437 1.82715 0.14342 -0.28
C 0.93853 -2.60500 0.22673 0.47
C -0.61853 0.40465 -0.20434 1.63
C 0.83926 3.63256 0.91883 -0.69
H -0.14849 4.00050 1.11957 0.32
H 2.06521 0.22705 1.11068 0.35
H 1.02774 -4.16290 -1.19187 0.26
H 1.35159 4.29628 0.24677 0.27
H 0.04392 -0.08379 -2.38781 0.39
H -0.05252 -4.30328 0.06416 0.34
H -2.26312 2.54023 1.14639 0.47
H 1.46147 3.50533 1.89059 0.21
H 1.68378 -4.57974 0.52415 0.28
H -1.49687 0.79056 -2.49600 0.38
H -1.47902 -0.89385 -2.06068 0.47

---

16
Properties=species:S:1:pos:R:3:mulliken_charge:R:1 method="wB97M-V/def2-TZVPD" charge=0 smiles="CCP(I)OC(C)=O" homo_ha=-0.332 de_lowest_kcal_mol=30.1
I -3.71622 -0.00011 -0.16737 -0.23
P -1.02575 -0.09370 -1.03465 -0.13
O -0.63966 1.14382 -0.05277 -0.08
O 0.54446 2.11561 -1.62080 -0.52
C -0.69285 -2.82220 -0.92072 -1.01
C -0.40575 -1.47551 -0.11790 -0.36
C 0.45188 3.12465 0.62025 -0.74
C 0.16226 2.15996 -0.49173 0.67
H -1.84868 -2.90518 -0.80191 0.24
H -0.52954 -2.72306 -2.00082 0.34
H -0.24825 2.71631 1.46614 0.25
H 0.72956 -1.54763 0.08437 0.35
H 0.17633 4.21428 0.27983 0.28
H -0.93585 -1.53647 0.85808 0.36
H 1.58801 3.00068 0.82198 0.25
H -0.10862 -3.59125 -0.43603 0.34

---

E values (in hartree) by entry order: -2093.64335; -2782.29993; -344.25812; -1594.38812; -648.99897; -903.23738; -946.73613.